A | {
  "formula": "C3H7N",
  "method": "wB97M-V/def2-TZVPD",
  "symbols": ["C", "C", "C", "H", "H", "H", "H", "H", "H", "H", "N"],
  "coordinates": [[0.34, 0.00, -1.53], [0.13, 0.45, -0.11], [-0.91, -0.01, 0.87], [-0.43, -0.85, -1.86], [0.12, 0.88, -2.26], [1.39, -0.23, -1.65], [0.63, 1.44, 0.13], [-1.75, -0.61, 0.45], [-1.21, 0.67, 1.73], [0.57, -1.36, 0.85], [0.48, -0.37, 1.03]],
  "multiplicity": 1,
  "smiles": "C[C@H]1CN1",
  "e_homo_ev": -9.40
}



B | {
  "formula": "C3H7N",
  "method": "wB97M-V/def2-TZVPD",
  "symbols": ["C", "C", "C", "N", "H", "H", "H", "H", "H", "H", "H"],
  "coordinates": [[-0.86, 0.98, 0.05], [0.15, -0.14, 0.01], [1.35, 0.05, -0.54], [-0.23, -1.31, 0.63], [-0.55, 1.74, 0.76], [-1.85, 0.67, 0.36], [-0.99, 1.46, -0.91], [2.09, -0.76, -0.54], [1.71, 0.97, -0.96], [-1.20, -1.56, 0.57], [0.40, -2.09, 0.57]],
  "multiplicity": 1,
  "smiles": "C=C(C)N",
  "e_homo_ev": -8.05
}



C | {
  "formula": "C3H7N",
  "method": "wB97M-V/def2-TZVPD",
  "symbols": ["C", "C", "C", "N", "H", "H", "H", "H", "H", "H", "H"],
  "coordinates": [[-1.04, -0.73, 0.13], [-0.58, 0.50, -0.45], [0.92, 0.60, -0.16], [1.14, -0.08, 1.05], [-0.36, -1.54, 0.27], [-2.10, -0.95, 0.25], [-0.91, 0.49, 0.74], [1.18, 1.67, -0.24], [1.32, 0.15, -1.07], [1.48, -1.01, 0.84], [-1.04, 0.90, -1.35]],
  "multiplicity": 1,
  "e_homo_ev": -7.13
}



D | {
  "formula": "C3H7N",
  "method": "wB97M-V/def2-TZVPD",
  "symbols": ["C", "C", "C", "H", "H", "H", "H", "H", "H", "H", "N"],
  "coordinates": [[-0.22, 0.02, 0.50], [0.11, 1.03, -0.52], [1.14, -0.02, -0.09], [-0.82, -1.97, 0.22], [-2.02, -0.76, 0.24], [-0.26, 0.28, 1.59], [-0.40, 0.97, -1.52], [0.37, 2.03, -0.17], [1.98, 0.29, 0.54], [1.19, -0.88, -0.76], [-1.08, -0.98, -0.02]],
  "multiplicity": 1,
  "smiles": "NC1CC1",
  "e_homo_ev": -9.17
}



Q: Which of them is the most stable? A: B.